Record 1
Density functional theory data (ωB97M-V with the def2-TZVPD basis set) for C4H6N2O as an isolated structure.

Positions of all 13 atoms, in Å:
N -2.263 -0.364 -0.110
C -0.901 -0.025 0.070
C -0.239 1.146 -0.327
C 1.123 0.859 -0.367
C 1.264 -0.488 -0.022
O 2.397 -1.207 0.178
N 0.087 -1.095 0.214
H -2.845 -0.132 0.682
H -2.355 -1.353 -0.298
H -0.715 2.082 -0.594
H 1.928 1.555 -0.584
H 3.152 -0.652 -0.047
H -0.444 -0.494 1.182

Atomic forces in eV per Å
-0.1 -0.1 0.0
0.0 0.3 -0.4
0.0 -0.1 0.1
0.1 -0.1 0.0
-0.3 0.1 0.0
0.1 0.1 -0.1
0.0 0.2 0.1
0.0 0.0 0.0
0.0 0.0 -0.1
0.0 -0.2 0.1
-0.1 -0.1 0.0
-0.1 -0.1 0.0
0.3 0.0 0.1

Total charge: 0
HOMO level, eV: -7.9908
E_tot, eV: -9270.5361
Frontier orbital gap, hartree: 0.322
M, g/mol: 98.1
Energy above the lowest of the compared OMol25 structures with the same formula, charge and spin, eV: 2.966
E_LUMO, eV: 0.77
2S+1: 1

=====

Record 2
Density functional theory data (ωB97M-V with the def2-TZVPD basis set) for one molecule with the formula C4H6N2O in a non-equilibrium geometry.

Positions of all 13 atoms, in Å:
N 0.564 0.467 -2.548
C 0.483 0.795 -1.330
O -0.561 1.204 -0.598
C -1.157 0.190 0.193
C -0.298 -0.272 1.384
C 0.710 -1.281 1.039
N 1.486 -2.093 0.762
H 1.558 0.333 -2.261
H 1.458 0.762 -0.746
H -1.427 -0.659 -0.445
H -2.061 0.663 0.572
H 0.198 0.595 1.833
H -0.955 -0.704 2.147

Atomic forces in eV per Å
1.0 0.2 1.6
1.2 0.1 1.4
-0.7 0.2 -0.3
-0.3 -0.1 0.1
0.0 0.1 0.0
0.7 -0.7 -0.2
-0.7 0.8 0.3
0.2 -0.8 -3.2
-1.2 0.3 0.3
0.0 0.1 0.1
0.0 -0.2 0.1
-0.1 -0.1 0.0
0.1 0.1 -0.1

Total charge: 0
SMILES: [H]/N=C/OCCC#N
HOMO level, eV: -10.8179
E_tot, eV: -9270.7072
Frontier orbital gap, hartree: 0.419
M, g/mol: 98.1
Energy above the lowest of the compared OMol25 structures with the same formula, charge and spin, eV: 2.795
E_LUMO, eV: 0.59
2S+1: 1

=====

Record 3
Density functional theory data (ωB97M-V with the def2-TZVPD basis set) for one molecule with the formula C4H6N2O in a non-equilibrium geometry.

Positions of all 13 atoms, in Å:
O 1.464 2.093 0.755
C 0.877 1.153 0.285
N 1.445 -0.016 -0.276
C 0.477 -1.079 -0.071
C -0.667 -0.259 -0.594
C -1.692 0.273 0.330
N -0.513 1.070 -0.036
H 2.432 -0.201 -0.314
H 0.431 -1.373 0.989
H 0.604 -1.968 -0.693
H -0.431 -0.178 -1.660
H -2.658 0.600 -0.063
H -1.767 -0.115 1.348

Atomic forces in eV per Å
-0.3 -0.4 -0.1
0.3 0.1 0.1
0.4 0.1 0.4
0.0 -0.1 0.0
0.1 -0.2 -0.2
-0.1 -0.1 0.1
0.3 0.2 -0.1
0.1 0.4 0.6
-0.3 0.0 -0.2
0.4 0.2 0.1
-1.8 -0.4 -0.3
0.5 0.4 0.1
0.2 -0.2 -0.3

Total charge: 0
SMILES: O=C1NC[C@H]2CN12
HOMO level, eV: -9.4656
E_tot, eV: -9270.8761
Frontier orbital gap, hartree: 0.380
M, g/mol: 98.1
Energy above the lowest of the compared OMol25 structures with the same formula, charge and spin, eV: 2.626
E_LUMO, eV: 0.87
2S+1: 1